# 1
Here is one molecule with the formula C20H18N2O2 from the Open Molecules 2025 dataset. Energies are from ωB97M-V with the def2-TZVPD basis set.

```
! RIJCOSX wB97M-V def2-TZVPD def2/J DEFGRID3
* xyz 0 1
C 2.1522 3.7767 -2.9003
O 3.0327 2.7545 -3.2965
C 2.9600 1.5470 -2.6686
C 3.8809 0.5875 -3.0940
C 3.9003 -0.6620 -2.5091
C 3.0048 -0.9791 -1.5035
C 2.0708 -0.0378 -1.0838
C 1.1229 -0.3956 -0.0187
C -0.1748 0.1668 0.0291
C -1.0349 -0.1842 1.0398
C -2.4038 0.4196 1.1011
O -2.8722 0.9345 2.0964
N -3.0668 0.3511 -0.0795
C -4.3843 0.8672 -0.2538
C -4.7904 1.4228 -1.5841
C -5.3695 0.1224 -1.1017
C -0.5944 -1.1018 2.0287
C -1.3783 -1.5222 3.1201
C -0.8832 -2.4310 4.0145
C 0.4061 -2.9641 3.8556
C 1.1921 -2.5784 2.8069
C 0.7159 -1.6372 1.8692
N 1.5286 -1.2799 0.8614
C 2.0538 1.2288 -1.6664
H 1.1072 3.4996 -3.0756
H 2.2871 4.0397 -1.8461
H 2.4023 4.6370 -3.5192
H 4.5727 0.8544 -3.8770
H 4.6218 -1.3941 -2.8396
H 3.0114 -1.9487 -1.0328
H -0.4836 0.8675 -0.7327
H -2.6474 -0.1277 -0.8616
H -4.7213 1.3525 0.6526
H -5.4226 2.2962 -1.6043
H -4.0728 1.3869 -2.3903
H -6.4012 0.0991 -0.7889
H -5.0402 -0.7864 -1.5830
H -2.3637 -1.1020 3.2478
H -1.4856 -2.7455 4.8538
H 0.7729 -3.6823 4.5745
H 2.1872 -2.9700 2.6654
H 1.3539 1.9665 -1.3068
*
```

maximum force: 0.8 eV/A
LUMO level: -0.1 eV
SMILES string: COc1cccc(-c2cc(C(=O)NC3CC3)c3ccccc3n2)c1
energy above the lowest of the compared OMol25 structures with the same formula, charge and spin: 48.7 kcal per mole
HOMO level: -0.30591 Ha
electronic energy: -28107.09099 eV
gap between HOMO and LUMO: 8.223 eV

Here are the Mulliken charges for atoms 1 to 5, given in e: -0.80 -0.46 0.74 -0.51 -0.52

# 2
Here is one molecule with the formula C20H18N2O2S in a non-equilibrium geometry from the Open Molecules 2025 dataset. Energies are from ωB97M-V with the def2-TZVPD basis set.

```
! RIJCOSX wB97M-V def2-TZVPD def2/J DEFGRID3
* xyz 0 1
C 7.4167 1.6995 -1.1120
O 6.4911 1.9958 -0.0926
C 5.5361 1.0858 0.2115
C 5.3863 -0.1536 -0.4077
C 4.3678 -1.0046 -0.0244
C 3.4799 -0.6476 0.9874
C 2.3778 -1.5090 1.4554
O 1.8269 -1.3353 2.5179
C 1.9369 -2.6459 0.5470
S 1.5867 -2.0784 -1.1470
C -0.0308 -1.4339 -0.9616
C -0.6212 -0.7364 -2.0266
C -1.8895 -0.2563 -1.8227
C -2.4934 -0.4993 -0.5719
C -3.8377 -0.0306 -0.2315
C -4.5525 -0.6777 0.7780
C -5.8207 -0.2582 1.1176
C -6.4153 0.8215 0.4703
C -7.7964 1.2606 0.8469
C -5.6971 1.4721 -0.5241
C -4.4267 1.0555 -0.8743
N -1.8597 -1.1989 0.3624
N -0.6639 -1.6537 0.1772
C 3.6479 0.5920 1.6156
C 4.6509 1.4476 1.2332
H 8.0702 2.5679 -1.1769
H 8.0138 0.8155 -0.8671
H 6.9187 1.5486 -2.0748
H 6.0595 -0.4664 -1.1903
H 4.2844 -1.9593 -0.5200
H 1.0229 -3.0879 0.9428
H 2.7210 -3.3975 0.4564
H -0.0884 -0.6045 -2.9557
H -2.4163 0.2691 -2.6043
H -4.0894 -1.5102 1.2834
H -6.3640 -0.7711 1.8984
H -8.0743 2.1718 0.3232
H -7.8592 1.4391 1.9192
H -8.5190 0.4837 0.5976
H -6.1357 2.3207 -1.0303
H -3.8868 1.5992 -1.6356
H 2.9616 0.8624 2.4038
H 4.7808 2.4081 1.7061
*
```

maximum force: 1.3 eV/A
LUMO level: 0.4 eV
SMILES string: COc1ccc(C(=O)CSc2ccc(-c3ccc(C)cc3)nn2)cc1
energy above the lowest of the compared OMol25 structures with the same formula, charge and spin: 45.3 kcal per mole
HOMO level: -0.29801 Ha
electronic energy: -38941.51527 eV
gap between HOMO and LUMO: 8.509 eV

Here are the Mulliken charges for atoms 1 to 5, given in e: -0.83 -0.45 0.90 -0.58 -0.65

# 3
Here is one molecule with the formula C20H18N2O4 in a non-equilibrium geometry from the Open Molecules 2025 dataset. Energies are from ωB97M-V with the def2-TZVPD basis set.

```
! RIJCOSX wB97M-V def2-TZVPD def2/J DEFGRID3
* xyz 0 1
C 0.1904 -2.2139 -0.6030
O 1.3877 -1.7459 -1.1869
C 2.3491 -1.1472 -0.4311
C 3.2809 -0.4156 -1.1700
C 4.3393 0.2329 -0.5710
C 4.4965 0.1563 0.8018
C 3.5930 -0.5721 1.5488
C 2.5126 -1.2274 0.9626
O 1.6703 -2.0177 1.7168
C 1.1182 -1.4781 2.9098
C -0.0985 -0.6374 2.6118
C 0.0372 0.5512 1.9012
C -1.0758 1.2814 1.5335
C -2.3456 0.8447 1.8961
C -3.5647 1.5968 1.4974
O -4.4672 1.9060 2.2445
N -3.6212 1.9247 0.1650
N -2.7226 1.4714 -0.7116
C -2.8238 1.7325 -1.9541
C -1.8515 1.2198 -2.8717
C -1.7422 1.3705 -4.2371
C -0.6019 0.6376 -4.6216
C -0.1009 0.0958 -3.4723
O -0.8446 0.4418 -2.4191
C -2.4826 -0.3139 2.6513
C -1.3674 -1.0584 2.9881
H -0.4130 -2.5674 -1.4389
H -0.3429 -1.4079 -0.0918
H 0.3722 -3.0350 0.0924
H 3.1424 -0.3722 -2.2392
H 5.0376 0.7943 -1.1722
H 5.3230 0.6491 1.2902
H 3.7374 -0.6551 2.6161
H 0.8434 -2.3475 3.5126
H 1.8579 -0.8866 3.4609
H 1.0209 0.8976 1.6175
H -0.9560 2.1942 0.9719
H -4.4407 2.4526 -0.1506
H -3.6323 2.3361 -2.3808
H -2.3957 1.9327 -4.8727
H -0.2098 0.5276 -5.6117
H 0.7426 -0.5384 -3.2814
H -3.4689 -0.6350 2.9503
H -1.4826 -1.9749 3.5480
*
```

maximum force: 1.3 eV/A
LUMO level: 0.4 eV
SMILES string: COc1ccccc1OCc1ccc(C(=O)N/N=C/c2ccco2)cc1
energy above the lowest of the compared OMol25 structures with the same formula, charge and spin: 85.1 kcal per mole
HOMO level: -0.30032 Ha
electronic energy: -32200.14958 eV
gap between HOMO and LUMO: 8.580 eV

Here are the Mulliken charges for atoms 1 to 5, given in e: -0.58 -0.48 0.58 -0.52 -0.53

# 4
Here is one molecule with the formula C20H18N2O7S2 in a non-equilibrium geometry from the Open Molecules 2025 dataset. Energies are from ωB97M-V with the def2-TZVPD basis set.

```
! RIJCOSX wB97M-V def2-TZVPD def2/J DEFGRID3
* xyz 0 1
C -1.4342 1.1741 -6.5206
C -1.2791 1.6874 -4.9964
O -1.4338 0.6062 -4.1278
C -0.7653 0.4410 -2.9450
C -0.8550 -0.7866 -2.2614
C -0.2840 -1.0664 -0.9764
O -0.4667 -2.3337 -0.5248
C -0.0689 -2.7066 0.7272
C -0.7558 -2.4240 1.8686
C -0.2910 -2.9114 3.1279
C 0.8270 -3.7368 3.2237
S 1.4417 -4.4357 4.7497
C 0.1003 -5.5092 5.2673
O 2.4923 -5.3665 4.3400
O 1.7591 -3.3947 5.6993
C 1.4841 -4.0033 2.0616
C 1.0337 -3.5582 0.8180
C 0.4206 0.0189 -0.4049
C 0.5931 1.1608 -1.0927
C 1.3822 2.2685 -0.4333
O 2.5319 1.9950 -0.1034
N 0.5872 3.1615 0.1357
C 0.9645 3.8874 1.2787
N -0.0219 4.6752 1.6712
C 0.3744 5.4325 2.7479
C 1.6215 5.1754 3.2389
S 2.4221 3.9288 2.2959
C 0.0782 1.3918 -2.4072
C -2.1048 2.9861 -4.6488
O -2.3484 3.7944 -5.5399
O -2.4533 3.2183 -3.3303
H -2.4446 0.9398 -6.7634
H -1.1109 1.9894 -7.1287
H -0.7202 0.3318 -6.5786
H -0.2868 1.9826 -4.9516
H -1.4895 -1.3949 -2.8636
H -1.6657 -1.6956 1.8656
H -0.7661 -2.6207 4.0417
H -0.1715 -5.3610 6.2699
H -0.7182 -5.2242 4.7207
H 0.4226 -6.5614 5.0943
H 2.2896 -4.6588 1.8961
H 1.4134 -3.9708 -0.1256
H 0.9255 -0.3080 0.5649
H -0.3620 3.4320 -0.1774
H -0.2601 6.1707 3.2081
H 2.0784 5.7795 4.0045
H 0.2478 2.3856 -2.7421
H -2.9335 4.0136 -3.2736
*
```

maximum force: 5.0 eV/A
LUMO level: 0.3 eV
SMILES string: C[C@H](Oc1cc(Oc2ccc(S(C)(=O)=O)cc2)cc(C(=O)Nc2nccs2)c1)C(=O)O
energy above the lowest of the compared OMol25 structures with the same formula, charge and spin: 45.0 kcal per mole
HOMO level: -0.32301 Ha
electronic energy: -60012.32253 eV
gap between HOMO and LUMO: 9.124 eV

Here are the Mulliken charges for atoms 1 to 5, given in e: -1.43 0.28 -0.39 0.57 -0.67

# 5
Here is C20H18N3O5RuS3 as an isolated structure from the Open Molecules 2025 dataset. Energies are from ωB97M-V with the def2-TZVPD basis set.

```
! RIJCOSX wB97M-V def2-TZVPD def2/J DEFGRID3
* xyz 2 2
Ru 0.8139 0.8902 0.2088
O 0.3095 5.1102 -2.2740
C 0.7408 4.1482 -1.4778
O 1.7114 3.4747 -1.7074
C -0.1067 4.0440 -0.2332
C -0.8412 5.1726 0.1281
C -1.5756 5.1696 1.2934
C -1.5583 4.0193 2.0608
C -0.8182 2.9329 1.6322
N -0.0867 2.9204 0.4955
C -0.7926 1.6627 2.4094
O -1.4136 1.5302 3.5485
O -0.1843 0.6855 1.9848
H 0.9060 5.1906 -3.0376
H -0.8162 6.0418 -0.5106
H -2.1455 6.0363 1.5978
H -2.1322 3.9918 2.9772
H -1.8357 2.3363 3.8736
S 2.7508 1.2153 1.4174
C 2.8075 -0.5014 1.1655
N 1.7889 -0.9117 0.4458
C 1.8597 -2.2697 0.1581
C 1.0064 -3.0151 -0.6540
C 1.2718 -4.3586 -0.8250
C 2.3688 -4.9655 -0.2028
C 3.2338 -4.2326 0.5843
C 2.9736 -2.8760 0.7518
S 3.9241 -1.7082 1.6319
H 0.1757 -2.5393 -1.1569
H 0.6292 -4.9532 -1.4603
H 2.5517 -6.0202 -0.3541
H 4.0932 -4.6971 1.0481
C 1.7581 0.0335 -2.6741
O 1.9216 0.9228 -1.5504
H 2.5886 0.1960 -3.3572
H 0.8068 0.2135 -3.1719
H 1.7952 -0.9822 -2.2949
H 2.0369 1.8483 -1.8337
S -1.2491 0.3964 -0.9526
C -1.9941 -1.0554 -0.3811
N -3.0608 -1.4887 -1.0971
C -3.7977 -2.5794 -0.7920
C -3.4777 -3.3297 0.3016
C -2.3817 -2.9300 1.0739
C -1.6495 -1.8106 0.7429
H -3.3143 -0.9465 -1.9151
H -4.6216 -2.7980 -1.4555
H -4.0622 -4.2021 0.5503
H -2.1022 -3.5074 1.9457
H -0.8066 -1.5042 1.3416
*
```

maximum force: 0.1 eV/A
LUMO level (spin up / spin down): -6.8 / -7.5 eV
energy above the lowest of the compared OMol25 structures with the same formula, charge and spin: 6.7 kcal per mole
HOMO level (spin up / spin down): -0.49929 / -0.50102 Ha
electronic energy: -70816.28216 eV
gap between HOMO and LUMO (spin up / spin down): 6.790 / 6.162 eV

Here are the Mulliken charges for atoms 1 to 5, given in e: 0.72 -0.42 0.17 -0.66 0.42

Among the records above, which one has the lowest energy above the lowest of the compared OMol25 structures with the same formula, charge and spin?
C20H18N3O5RuS3